# 1
{
  "formula": "C5H6O",
  "method": "ωB97M-V with the def2-TZVPD basis set",
  "elements": ["C", "C", "C", "C", "C", "O", "H", "H", "H", "H", "H", "H"],
  "coordinates": [[-2.04, -1.09, 0.89], [-0.80, -0.39, 0.61], [0.29, 0.12, 0.50], [1.47, 0.82, 0.02], [1.45, 0.72, -1.48], [1.62, 1.69, -2.17], [-2.73, -0.46, 1.45], [-1.82, -1.98, 1.48], [-2.54, -1.41, -0.03], [2.42, 0.40, 0.36], [1.43, 1.89, 0.25], [1.27, -0.31, -1.88]],
  "mulliken_charge": [-1.1946, 0.6834, -0.3305, -0.4093, -0.0194, -0.4665, 0.3005, 0.2723, 0.2892, 0.2769, 0.2497, 0.3485],
  "smiles": "CC#CCC=O",
  "homo_energy_ev": -9.6,
  "charge": 0,
  "lumo_energy_ev": 0.89,
  "largest_force_ha_per_bohr": 0.01532,
  "orbital_gap_ev": 10.452,
  "e_above_lowest_ev": 1.7295,
  "molar_mass_g_mol": 82.10
}

***

# 2
{
  "formula": "C5H6O",
  "method": "ωB97M-V with the def2-TZVPD basis set",
  "elements": ["C", "C", "C", "C", "C", "H", "H", "H", "H", "H", "H", "O"],
  "coordinates": [[2.12, -0.04, 0.00], [0.78, 0.01, -0.01], [-1.38, -0.71, 0.01], [-1.35, 0.79, -0.01], [-0.09, 1.20, 0.00], [2.69, 0.89, 0.03], [2.64, -0.98, 0.01], [-1.90, -1.13, -0.86], [-1.85, -1.12, 0.91], [-2.25, 1.41, 0.00], [0.30, 2.21, 0.01], [-0.01, -1.11, -0.01]],
  "mulliken_charge": [-0.9163, 0.6284, -0.3182, -0.2960, -0.4481, 0.2440, 0.2757, 0.2435, 0.2367, 0.3859, 0.3576, -0.3932],
  "smiles": "C=C1C=CCO1",
  "homo_energy_ev": -8.2,
  "charge": 0,
  "lumo_energy_ev": 1.07,
  "largest_force_ha_per_bohr": 0.01128,
  "orbital_gap_ev": 9.307,
  "e_above_lowest_ev": 0.8856,
  "molar_mass_g_mol": 82.10
}

***

# 3
{
  "formula": "C5H6O2",
  "method": "ωB97M-V with the def2-TZVPD basis set",
  "elements": ["O", "C", "C", "C", "O", "C", "C", "H", "H", "H", "H", "H", "H"],
  "coordinates": [[-2.20, -0.27, 0.51], [-1.09, -0.69, 0.71], [-0.23, -1.21, -0.38], [-0.42, 2.13, -0.28], [0.37, 2.98, 0.04], [1.21, -0.97, -0.20], [2.39, -0.75, -0.01], [-0.84, 1.42, 0.44], [-0.66, -0.92, 1.71], [-0.63, -2.19, 0.00], [-0.54, -0.94, -1.40], [-0.79, 2.03, -1.32], [3.42, -0.60, 0.19]],
  "mulliken_charge": [-0.4804, -0.1591, -0.4912, 0.0706, -0.4271, -0.3149, 0.1569, 0.1292, 0.3651, 0.2029, 0.3054, 0.2457, 0.3970],
  "smiles": "C#CCC=O.C=O",
  "homo_energy_ev": -10.0,
  "charge": 0,
  "lumo_energy_ev": 0.59,
  "largest_force_ha_per_bohr": 0.03924,
  "orbital_gap_ev": 10.604,
  "e_above_lowest_ev": 3.9321,
  "molar_mass_g_mol": 98.10
}

***

# 4
{
  "formula": "C5H6O2",
  "method": "ωB97M-V with the def2-TZVPD basis set",
  "elements": ["C", "C", "O", "C", "O", "C", "C", "H", "H", "H", "H", "H", "H"],
  "coordinates": [[-1.28, -1.25, -0.04], [-0.27, -0.33, 0.63], [1.05, -0.78, 0.25], [1.92, 0.02, -0.42], [3.00, -0.37, -0.75], [-0.46, 1.09, 0.30], [-0.38, 2.24, -0.06], [-1.29, -1.08, -1.12], [-2.29, -1.09, 0.35], [-0.98, -2.28, 0.15], [-0.31, -0.46, 1.72], [1.54, 1.03, -0.62], [-0.24, 3.24, -0.40]],
  "mulliken_charge": [-1.2138, 0.5437, -0.2832, 0.2689, -0.4724, -0.5248, -0.1015, 0.3206, 0.3693, 0.3354, 0.1545, 0.2037, 0.3994],
  "smiles": "C#C[C@@H](C)OC=O",
  "homo_energy_ev": -10.2,
  "charge": 0,
  "lumo_energy_ev": 0.86,
  "largest_force_ha_per_bohr": 0.01336,
  "orbital_gap_ev": 11.043,
  "e_above_lowest_ev": 2.2289,
  "molar_mass_g_mol": 98.10
}

***

# 5
{
  "formula": "C5H6O2",
  "method": "ωB97M-V with the def2-TZVPD basis set",
  "elements": ["O", "C", "C", "O", "C", "C", "C", "H", "H", "H", "H", "H", "H"],
  "coordinates": [[1.85, 1.68, -1.35], [1.79, 0.93, -0.41], [0.85, -0.26, -0.37], [0.67, -0.88, 0.91], [-0.74, -1.00, 0.64], [-1.38, 0.33, 0.63], [-0.65, -0.15, -0.60], [2.49, 1.03, 0.45], [1.28, -0.98, -1.08], [-1.21, -1.96, 0.84], [-2.46, 0.31, 0.51], [-0.99, 1.12, 1.27], [-1.14, -0.27, -1.56]],
  "mulliken_charge": [-0.4663, -0.1736, 0.2718, -0.4258, -0.0683, -0.6380, -0.2990, 0.3448, 0.2945, 0.3801, 0.2544, 0.2035, 0.3220],
  "homo_energy_ev": -9.7,
  "charge": 0,
  "lumo_energy_ev": 0.91,
  "largest_force_ha_per_bohr": 0.00839,
  "orbital_gap_ev": 10.642,
  "e_above_lowest_ev": 2.7304,
  "molar_mass_g_mol": 98.10
}

***

# 6
{
  "formula": "C5H6O2",
  "method": "ωB97M-V with the def2-TZVPD basis set",
  "elements": ["C", "C", "C", "C", "C", "O", "O", "H", "H", "H", "H", "H", "H"],
  "coordinates": [[1.08, -1.32, 0.61], [0.37, -1.70, -0.45], [0.95, 0.14, 0.87], [-0.12, 0.53, -0.37], [-1.29, 1.40, -0.40], [-0.44, -0.67, -0.92], [1.17, 0.92, -0.27], [1.66, -2.08, 1.13], [0.13, -2.67, -0.79], [1.23, 0.74, 1.72], [-1.03, 2.46, -0.42], [-1.76, 1.23, 0.49], [-1.94, 1.03, -1.20]],
  "mulliken_charge": [-0.2897, -0.4738, -0.4051, 1.0704, -1.2778, -0.3942, -0.4645, 0.3450, 0.4099, 0.4741, 0.3419, 0.3137, 0.3500],
  "smiles": "C[C@]12OC=C[C@H]1O2",
  "homo_energy_ev": -8.7,
  "charge": 0,
  "lumo_energy_ev": 1.08,
  "largest_force_ha_per_bohr": 0.06861,
  "orbital_gap_ev": 9.827,
  "e_above_lowest_ev": 2.8254,
  "molar_mass_g_mol": 98.10
}

***

# 7
{
  "formula": "C5H6O2",
  "method": "ωB97M-V with the def2-TZVPD basis set",
  "elements": ["C", "C", "O", "C", "O", "C", "C", "H", "H", "H", "H", "H", "H"],
  "coordinates": [[-0.49, 1.71, 0.00], [-0.12, 0.29, 0.39], [-1.13, -0.56, -0.17], [-1.04, -1.89, 0.10], [-1.46, -2.40, 1.10], [1.21, -0.07, -0.16], [2.27, -0.36, -0.63], [-0.58, 1.77, -1.09], [0.27, 2.42, 0.33], [-1.46, 1.98, 0.44], [-0.11, 0.17, 1.48], [-0.58, -2.45, -0.72], [3.22, -0.61, -1.06]],
  "mulliken_charge": [-1.3538, 0.3238, -0.3098, 0.1352, -0.4554, -0.6372, 0.1756, 0.3357, 0.3861, 0.3419, 0.2506, 0.3834, 0.4238],
  "smiles": "C#C[C@@H](C)OC=O",
  "homo_energy_ev": -10.6,
  "charge": 0,
  "lumo_energy_ev": 0.96,
  "largest_force_ha_per_bohr": 0.01210,
  "orbital_gap_ev": 11.526,
  "e_above_lowest_ev": 2.3368,
  "molar_mass_g_mol": 98.10
}

***

# 8
{
  "formula": "C5H6O2",
  "method": "ωB97M-V with the def2-TZVPD basis set",
  "elements": ["O", "C", "C", "C", "O", "C", "C", "H", "H", "H", "H", "H", "H"],
  "coordinates": [[-2.12, -0.02, 0.12], [-1.09, -0.99, 0.13], [-0.29, -0.05, -0.69], [0.19, 1.16, 0.02], [-0.44, 1.42, 1.15], [1.51, 0.35, 0.06], [2.48, -0.38, 0.08], [-1.66, 0.74, 0.74], [-0.69, -1.21, 1.12], [-1.41, -1.90, -0.39], [-0.22, -0.15, -1.77], [0.37, 2.00, -0.68], [3.36, -0.98, 0.12]],
  "mulliken_charge": [-0.5454, -0.3412, -0.2495, 0.3518, -0.7959, -0.6608, 0.1489, 0.4178, 0.2149, 0.3332, 0.4004, 0.2998, 0.4258],
  "homo_energy_ev": -9.3,
  "charge": 0,
  "lumo_energy_ev": -0.86,
  "largest_force_ha_per_bohr": 0.01614,
  "orbital_gap_ev": 8.431,
  "e_above_lowest_ev": 5.7932,
  "molar_mass_g_mol": 98.10
}